The following is a DFT calculation (wB97M-V/def2-TZVPD) of C5H7NO in the gas phase.

Last column: Mulliken charge in e.
CARTESIAN COORDINATES (ANGSTROEM)
C  1.562314  -0.927885  0.674753  -0.409
N  0.360877  -1.279936  0.500278  -0.387
C  -0.647301  -0.370684  1.007770  -0.535
C  -1.354247  0.319606  -0.181421  -0.401
C  -0.457090  0.618911  -1.366486  -0.677
C  0.798818  0.996450  -1.315065  0.666
O  1.925149  1.318587  -1.296134  -0.417
H  2.365850  -1.483605  0.191777  0.295
H  1.849009  -0.038139  1.256763  0.296
H  -0.213211  0.391617  1.678569  0.314
H  -1.385536  -0.938738  1.585961  0.339
H  -1.817910  1.245890  0.180571  0.285
H  -2.168640  -0.316513  -0.540789  0.312
H  -0.818087  0.464439  -2.376548  0.320

Atoms 1-2, force components in eV/Å:
-0.131 -0.168 -0.018
0.415 0.149 0.115

Its total charge is 0. The LUMO energy is 0.875 eV. As for the SMILES: C=NCCC=C=O. For the energy relative to the best compared isomer or geometry (same formula, charge and spin), the calculation gives 48.5 kcal/mol.



The following is a DFT calculation (wB97M-V/def2-TZVPD) of C5H7NO in the gas phase.

Last column: Mulliken charge in e.
CARTESIAN COORDINATES (ANGSTROEM)
C  1.968824  -0.000006  -0.354378  -1.077
C  0.716756  -0.151854  0.478044  0.524
O  0.714557  -0.394031  1.657849  -0.520
C  -0.618510  0.042751  -0.283733  0.479
C  -1.787502  -0.701501  0.358988  -1.370
C  -0.666811  1.512024  -0.246338  0.134
N  -0.464177  2.646946  -0.150213  -0.450
H  2.349491  -1.015764  -0.501427  0.317
H  2.751117  0.575382  0.143872  0.325
H  1.755953  0.446870  -1.328293  0.311
H  -0.513473  -0.254298  -1.333075  0.305
H  -1.693817  -0.635627  1.443104  0.324
H  -2.763035  -0.315017  0.052785  0.360
H  -1.749371  -1.755874  0.062811  0.337

Atoms 1-2, force components in eV/Å:
0.016 -0.074 -0.059
0.255 -0.327 0.256

Its total charge is 0. The LUMO energy is 0.631 eV. As for the SMILES: CC(=O)[C@@H](C)C#N. For the energy relative to the best compared isomer or geometry (same formula, charge and spin), the calculation gives 15.8 kcal/mol.



The following is a DFT calculation (wB97M-V/def2-TZVPD) of C5H7NO in the gas phase.

Last column: Mulliken charge in e.
CARTESIAN COORDINATES (ANGSTROEM)
O  0.353516  1.872269  1.606423  -0.506
C  1.131716  1.793423  0.672797  0.068
C  0.747825  1.179031  -0.609305  -0.185
N  -0.488764  0.908490  -0.848936  -0.480
C  -0.702381  -0.504691  -0.979341  -0.048
C  -0.038298  -1.520436  -0.080385  -0.579
C  -1.111138  -0.653538  0.490989  -0.252
H  2.208996  1.933022  0.864577  0.354
H  1.515774  0.669176  -1.180395  0.423
H  -1.332108  -0.882989  -1.782027  0.341
H  0.979302  -1.450877  0.286562  0.227
H  -0.354688  -2.535963  -0.286792  0.273
H  -0.783188  0.148958  1.169901  0.086
H  -2.126569  -0.955873  0.675938  0.277

Atoms 1-2, force components in eV/Å:
0.272 0.252 -0.420
-0.087 0.419 0.331

Its total charge is 0. The LUMO energy is -0.409 eV. As for the SMILES: O=C/C=N/C1CC1. For the energy relative to the best compared isomer or geometry (same formula, charge and spin), the calculation gives 99.5 kcal/mol.



The following is a DFT calculation (wB97M-V/def2-TZVPD) of 2 unconnected molecules or ions with the total composition C5H7NO.

Last column: Mulliken charge in e.
CARTESIAN COORDINATES (ANGSTROEM)
O  -2.188511  -0.428106  -0.277005  -0.589
C  -1.963339  0.656203  0.327170  0.022
N  -0.837610  0.763477  0.948219  -0.469
C  -0.304231  -1.153465  0.226001  -0.384
C  0.626576  -0.687059  -0.859608  -0.636
C  1.677808  0.233445  -0.419922  -0.338
C  2.560586  0.973135  -0.069366  0.150
H  -2.712026  1.457852  0.294913  0.428
H  -0.568619  1.641883  1.380821  0.174
H  -0.880493  -2.029695  -0.048656  0.323
H  0.129636  -1.244519  1.214632  0.343
H  1.089124  -1.585535  -1.296421  0.283
H  0.034010  -0.234912  -1.661814  0.290
H  3.337091  1.637295  0.241037  0.403

Atoms 1-2, force components in eV/Å:
0.064 0.164 0.115
0.084 -0.024 0.016

Its total charge is 0. The LUMO energy is 0.421 eV. For the energy relative to the best compared isomer or geometry (same formula, charge and spin), the calculation gives 113.1 kcal/mol.



Number 1: largest force on an atom 0.0179 hartree/bohr, E -8834.099 eV, orbital gap 9.67 eV. Number 2: largest force on an atom 0.0200 hartree/bohr, E -8835.517 eV, orbital gap 10.90 eV. Number 3: largest force on an atom 0.0194 hartree/bohr, E -8831.889 eV, orbital gap 8.26 eV. Number 4: largest force on an atom 0.0097 hartree/bohr, E -8831.297 eV, orbital gap 9.89 eV.